2 unconnected molecules or ions with the total composition HO2S2 at a distorted geometry, computed with the ωB97M-V functional and the def2-TZVPD basis.

Cartesian coordinates (Å):
O: 1.016 0.949 1.008
O: 0.901 -1.800 -1.614
S: -1.680 -0.120 1.143
S: 0.112 0.067 0.263
H: -0.349 0.904 -0.800

Properties
- ΔE to the lowest compared entry with this formula, charge and spin: 553.6 kJ/mol
- Net charge: -1
- Kohn-Sham gap (spin up / spin down): 5.72 / 5.78 eV
- Spin multiplicity: 1
- Total energy: -947.283032 a.u.